Model one:
A 2-piece molecular cluster, C5H12NOS overall. Source: OMol25; level of theory: ωB97M-V with the def2-TZVPD basis set.

Last column: Löwdin charge in e.
Element x y z (Å)
C 0.012 1.682 1.749  -0.335
O -1.141 1.834 1.059  -0.147
C 1.090 0.819 1.049  -0.387
C 0.446 -0.582 0.789  -0.202
C -1.077 -0.845 1.086  -0.097
S -0.637 -1.799 -2.336  0.187
C -0.285 -0.028 -2.430  -0.725
N 2.343 0.709 1.785  0.110
H -0.166 1.308 2.731  0.110
H 0.446 2.639 1.804  0.102
H 1.283 1.180 0.021  0.132
H 0.675 -0.812 -0.214  0.012
H -1.508 0.113 1.125  -0.002
H -1.382 -1.348 0.177  -0.010
H -1.080 -1.468 2.123  0.115
H -0.932 0.655 -1.838  0.008
H -0.451 0.349 -3.551  0.028
H 0.803 0.150 -2.266  -0.011
H 3.008 1.361 1.417  0.005
H 1.104 -1.245 1.416  0.105

Gap between HOMO and LUMO (eV): 3.23
Charge: -1



Model two:
An isolated ion of composition C5H12NOS and charge -1. Source: OMol25; level of theory: ωB97M-V with the def2-TZVPD basis set.

Last column: Löwdin charge in e.
Element x y z (Å)
C -1.693 -0.489 1.665  -0.157
N -0.889 0.332 0.790  -0.103
C -0.323 -0.332 -0.393  -0.375
C -1.397 -0.453 -1.513  -0.503
O -2.130 -1.579 -1.349  -0.368
C 0.966 0.396 -0.886  -0.261
C 1.901 0.481 0.281  -0.516
S 3.697 0.725 -0.299  0.591
H -2.576 -0.934 1.208  0.066
H -1.895 0.061 2.591  0.058
H -1.078 -1.306 2.059  0.069
H -1.421 1.122 0.451  0.090
H -0.038 -1.338 -0.104  0.126
H -0.804 -0.480 -2.480  0.076
H -2.051 0.455 -1.576  0.083
H 1.172 -0.219 -1.754  0.098
H 0.643 1.388 -1.211  0.110
H 2.019 -0.486 0.759  0.055
H 1.772 1.322 0.945  0.055
H 4.125 1.335 0.815  -0.196

SMILES: CN[C@@H](C[O-])CCS
Gap between HOMO and LUMO (eV): 5.29
Charge: -1



Which one sits at the bottom of the stability order? model one does.



Model one:
C5H6FN in the gas phase. Source: OMol25; level of theory: ωB97M-V with the def2-TZVPD basis set.

Last column: Löwdin charge in e.
Element x y z (Å)
C -1.253 -1.313 -0.217  -0.071
C 0.100 -0.923 -0.538  -0.117
C 0.689 0.209 -0.154  -0.194
C 1.995 0.434 -0.561  -0.238
N 3.138 0.633 -0.730  0.157
C -0.049 1.391 0.765  -0.147
F -1.281 1.811 0.392  -0.031
H -1.772 -0.626 -0.813  0.073
H -1.349 -2.370 -0.504  0.095
H -1.573 -1.067 0.796  0.097
H 0.784 -1.594 -1.060  0.127
H 0.703 2.244 0.746  0.121
H -0.133 1.170 1.877  0.131

SMILES: C/C=C(/C#N)CF
Gap between HOMO and LUMO (eV): 10.37
Charge: 0



Model two:
C5H6FN as an isolated structure. Source: OMol25; level of theory: ωB97M-V with the def2-TZVPD basis set.

Last column: Löwdin charge in e.
Element x y z (Å)
C 0.668 0.865 0.473  -0.336
C 0.108 -0.409 -0.019  -0.277
C 0.870 -1.539 -0.267  -0.041
C -1.298 -0.672 -0.279  -0.143
C -2.548 -1.013 -0.049  0.057
H 1.325 2.219 -1.222  0.186
H -0.464 2.081 -0.765  0.103
H 0.387 0.977 1.663  0.179
H 1.685 0.804 0.510  0.065
H 0.210 -2.408 -0.372  0.117
H -3.713 -1.267 0.634  0.165
N 0.540 2.086 -0.273  -0.071
F 2.231 -1.723 -0.034  -0.003

Gap between HOMO and LUMO (eV): 9.14
Charge: 0



Which one sits at the bottom of the stability order? model two does.



Model one:
A 2-piece molecular cluster, C3H14N4 overall. Source: OMol25; level of theory: ωB97M-V with the def2-TZVPD basis set.

Last column: Löwdin charge in e.
Element x y z (Å)
C -2.559 -0.737 -0.360  -0.080
C -1.114 -0.938 0.079  -0.477
N -0.227 -1.266 -0.948  -0.017
N -0.591 0.384 0.877  -0.163
N -0.717 1.555 0.069  -0.020
H -3.192 -0.437 0.476  0.068
H -2.614 0.023 -1.139  0.065
H -2.939 -1.669 -0.775  0.074
H -1.055 -1.676 0.888  0.124
H 0.889 -1.025 -0.541  0.091
H -0.368 -0.625 -1.725  0.049
H -1.115 0.463 1.754  0.098
H -1.672 1.909 0.048  0.065
H -0.113 2.281 0.440  0.068
C 2.804 0.584 -0.238  -0.176
N 1.975 -0.443 0.388  -0.115
H 3.153 1.345 0.472  0.064
H 2.198 1.084 -0.993  0.065
H 3.675 0.131 -0.716  0.068
H 2.502 -0.955 1.088  0.080
H 1.082 0.014 0.857  0.069

SMILES: C[C@@H](N)NN.CN
Gap between HOMO and LUMO (eV): 9.30
Charge: 0



Model two:
A 3-piece molecular cluster, C3H14N4 overall. Source: OMol25; level of theory: ωB97M-V with the def2-TZVPD basis set.

Last column: Löwdin charge in e.
Element x y z (Å)
H -0.906 -1.162 -1.486  0.045
N -0.081 -0.591 -1.662  0.001
C 0.947 -0.997 -0.968  -0.365
C 1.113 -2.402 -0.458  -0.102
H 1.888 -0.502 -1.215  0.105
H 1.759 -2.401 0.421  0.061
H 0.149 -2.830 -0.177  0.070
H 1.578 -3.021 -1.225  0.073
C -1.755 2.167 -0.082  -0.160
N -0.389 1.880 -0.521  -0.099
H -1.751 2.958 0.671  0.068
H -2.151 1.263 0.380  0.065
H -2.416 2.465 -0.903  0.068
H -0.381 1.051 -1.211  0.044
H 0.036 2.692 -0.959  0.089
N 0.850 0.059 0.983  -0.154
N -0.172 -0.576 1.759  -0.068
H 1.676 0.288 1.540  0.074
H 0.348 0.993 0.419  0.072
H 0.210 -1.391 2.233  0.056
H -0.552 0.058 2.461  0.058

SMILES: [H]/N=C\C.CN.NN
Gap between HOMO and LUMO (eV): 9.19
Charge: 0



Which one sits at the bottom of the stability order? model two does.



Model one:
A 2-piece molecular cluster, C2H9N2S overall. Source: OMol25; level of theory: ωB97M-V with the def2-TZVPD basis set.

Last column: Löwdin charge in e.
Element x y z (Å)
C -1.067 -2.021 -2.867  -0.751
S -0.757 -0.307 -2.291  -0.023
H -2.143 -2.159 -3.040  -0.029
H -0.596 -2.186 -3.837  -0.031
H -0.770 -2.773 -2.131  -0.024
N -0.527 0.645 1.316  -0.008
C 0.613 0.869 2.156  -0.408
N 1.801 1.480 1.543  -0.023
H -0.980 1.510 1.073  0.049
H -0.362 0.070 0.496  -0.027
H 0.287 1.556 2.943  0.091
H 0.913 -0.064 2.641  0.091
H 1.999 0.946 0.707  0.052
H 1.590 2.434 1.292  0.042

Gap between HOMO and LUMO (eV): 6.23
Charge: -1



Model two:
A 2-piece molecular cluster, C2H9N2S overall. Source: OMol25; level of theory: ωB97M-V with the def2-TZVPD basis set.

Last column: Löwdin charge in e.
Element x y z (Å)
C 0.917 -0.471 1.787  -0.412
C -0.350 -0.367 0.958  -0.751
S -0.056 -0.837 -0.791  0.168
N 2.075 0.313 1.252  -0.072
H 1.252 -1.514 1.720  0.080
H 0.853 -0.081 2.810  0.084
H -0.807 0.650 0.997  0.042
H -1.107 -1.034 1.369  0.019
H 1.878 1.305 1.318  0.035
H 2.122 0.088 0.254  -0.016
N -2.071 1.731 -2.037  -0.012
H -1.895 1.989 -2.999  -0.021
H -1.560 0.886 -1.805  -0.124
H -3.064 1.573 -1.931  -0.020

Gap between HOMO and LUMO (eV): 6.77
Charge: -1



Which one sits at the bottom of the stability order? model one does.



Model one:
C11H8Cl2NOsS2Te4 as an isolated structure. Source: OMol25; level of theory: ωB97M-V with the def2-TZVPD basis set.

Last column: Löwdin spin population.
Element x y z (Å)
Os 1.260 -1.071 -2.235  2.034
Cl -0.719 0.202 -1.932  0.058
C -1.561 -0.590 -0.619  0.011
C -2.680 0.018 -0.081  -0.001
C -3.330 -0.597 0.975  0.014
C -2.861 -1.798 1.483  -0.001
C -1.748 -2.405 0.919  0.014
Cl -1.189 -3.912 1.535  0.003
C -1.077 -1.807 -0.157  0.013
S 0.283 -2.623 -0.915  0.169
H -3.024 0.960 -0.488  0.000
H -4.214 -0.137 1.395  0.001
H -3.359 -2.286 2.310  0.000
Te 2.892 -2.987 -2.377  0.370
Te 4.830 -2.221 -4.010  0.241
Te 4.202 0.031 -5.273  0.457
Te 1.792 0.732 -4.346  0.335
S 2.811 -0.155 -0.289  0.153
C 1.724 0.918 0.471  0.039
N 1.111 0.516 1.616  0.032
C 0.225 1.272 2.302  0.006
C -0.079 2.526 1.868  0.022
C 0.566 3.016 0.719  0.008
C 1.458 2.228 0.033  0.017
H 1.353 -0.406 1.959  0.002
H -0.216 0.831 3.184  0.000
H -0.792 3.129 2.409  0.001
H 0.366 4.025 0.383  0.000
H 1.976 2.591 -0.841  0.002

Multiplicity: 5
Gap between HOMO and LUMO (spin up / spin down) (eV): 6.36 / 5.22
Charge: +1



Model two:
C11H8Cl2NOsS2Te4 as an isolated structure. Source: OMol25; level of theory: ωB97M-V with the def2-TZVPD basis set.

Last column: Löwdin spin population.
Element x y z (Å)
Os 1.013 -0.961 1.011  1.919
Cl -0.724 0.586 1.717  0.049
C -2.240 -0.306 1.436  0.017
C -3.412 0.394 1.635  -0.002
C -4.604 -0.278 1.435  0.020
C -4.591 -1.612 1.056  -0.003
C -3.390 -2.274 0.871  0.018
Cl -3.432 -3.936 0.410  0.003
C -2.160 -1.631 1.047  0.015
S -0.637 -2.492 0.760  0.238
H -3.393 1.429 1.944  -0.001
H -5.544 0.238 1.573  0.001
H -5.515 -2.151 0.901  -0.001
Te 4.989 -1.839 0.856  0.185
Te 4.466 -1.382 3.501  0.425
Te 1.842 -1.234 3.607  0.666
Te 2.566 -2.811 0.186  0.341
S 2.590 0.993 0.954  0.048
C 2.323 1.327 -0.733  0.024
N 1.403 2.254 -1.058  0.011
C 1.096 2.632 -2.320  0.002
C 1.754 2.067 -3.370  0.005
C 2.740 1.115 -3.091  0.003
C 3.020 0.750 -1.793  0.013
H 0.927 2.696 -0.270  0.000
H 0.328 3.385 -2.420  0.000
H 1.515 2.363 -4.380  0.000
H 3.292 0.663 -3.905  0.000
H 3.778 0.013 -1.559  0.003

Multiplicity: 5
Gap between HOMO and LUMO (spin up / spin down) (eV): 6.04 / 5.41
Charge: +1



Which one sits at the bottom of the stability order? model one does.